This record from the Open Molecules 2025 dataset describes 15 unconnected molecules or ions with the total composition C71H89F15N17O24S5. The level of theory is wB97M-V/def2-TZVPD.

Geometry as XYZ:
```
221
Properties=species:S:1:pos:R:3:forces:R:3
S -3.7857 -0.2821 1.5114 1.97 -0.20 0.57
S -3.2758 3.7032 -2.9909 0.77 1.16 -2.83
S 8.2550 -2.1749 -1.4272 1.75 -0.91 0.98
S 1.2560 -2.9510 -4.0108 -1.03 -0.95 -0.29
S -4.6879 -4.7936 -2.5217 -1.27 -0.16 1.64
F -5.4847 -1.6943 2.8932 -0.34 0.08 0.13
F -6.4883 -3.0569 -3.6711 -0.03 -0.14 -0.70
F 2.6351 -5.1284 -3.0555 0.12 1.04 -0.10
F 0.9994 -4.5605 -1.7989 -0.40 0.55 -0.24
F -3.1254 6.4441 -2.9723 0.14 -0.75 -0.01
F -6.3666 -2.8967 -1.5376 0.57 -0.14 -0.38
F 0.7053 -5.6735 -3.6365 -0.85 0.91 -0.22
F 9.5848 -3.6421 0.5089 -0.68 -0.80 0.94
F 10.3567 -4.0054 -1.4598 -0.16 -0.63 -0.51
F -4.7189 5.7267 -4.2217 -0.06 -0.59 0.26
F 10.7883 -2.2059 -0.4312 0.85 1.12 0.05
F -3.6429 -1.3705 3.9298 0.04 0.60 0.18
F -7.4332 -4.5447 -2.3556 0.92 0.09 -0.91
F -5.1263 0.2546 3.7648 0.28 0.06 0.29
F -2.7023 5.5682 -4.9061 0.38 -0.39 0.00
O -1.8110 3.6553 -2.8215 -1.07 0.02 0.48
O -0.1000 3.1026 1.9952 -2.69 -3.43 1.09
O 3.5532 -2.9844 2.9472 1.98 -1.56 -2.18
O -4.7881 0.5090 0.8184 0.03 -0.56 0.16
O -4.8157 -5.5823 -3.7165 0.24 -0.07 -1.21
O -3.4219 -1.5855 0.9524 -0.54 1.61 0.42
O 7.0849 2.4126 -0.8672 1.08 0.68 -2.27
O 8.6957 -0.7890 -1.3919 -0.68 -0.36 0.26
O 5.1344 1.6839 -0.4360 -3.03 -0.73 -1.30
O -4.8010 -5.6011 -1.3227 0.38 1.31 -0.59
O -0.2000 -2.7026 -3.8068 1.58 0.37 0.15
O -4.0537 3.8151 -1.7874 -0.29 0.05 0.42
O 1.5852 -3.2514 -5.3914 -0.12 0.16 1.06
O 6.5828 1.9205 1.1080 -0.36 -0.25 0.83
O 0.6504 5.0030 1.5544 -0.01 0.57 0.19
O 8.1466 -2.7606 -2.7347 -0.43 -0.05 -0.02
O -3.6746 -3.7285 -2.5562 -0.56 -0.62 -0.10
O 2.0267 -2.9322 4.3443 -3.02 -1.20 2.43
O 1.9782 3.3736 1.5687 2.53 -2.06 -0.12
O 2.2060 -2.1365 -3.2662 -1.04 -0.43 -0.32
O -2.6312 0.5361 1.9839 -1.45 -0.84 -0.70
O 7.2257 -2.5666 -0.4437 0.29 0.71 -0.70
O -3.7750 2.7587 -3.9762 0.19 0.33 0.65
O 2.8394 -1.1222 3.5916 -0.30 2.47 0.19
N 2.7766 -6.9539 -0.0762 0.57 0.89 0.96
N -7.5500 2.7440 5.9672 -0.62 0.16 -0.18
N -2.2581 -0.4254 -1.7238 -1.97 -0.19 -0.68
N -0.4811 -0.3455 4.2462 0.07 -3.02 -0.41
N -3.0248 -4.2908 -5.5358 0.32 -0.16 0.74
N -2.8365 3.5675 9.4261 -1.30 0.34 1.88
N 2.7843 -2.3464 3.6264 1.57 0.19 -0.23
N 1.5652 3.5548 -2.2137 1.31 -0.38 0.10
N -8.5934 -0.6198 -7.7912 -0.51 -0.47 -1.36
N 4.7088 -5.8979 0.0260 -3.15 -0.30 1.88
N 0.8660 3.7647 1.7220 -0.06 5.16 -0.84
N 6.2464 2.0045 -0.1015 2.48 0.54 2.58
N -2.7303 4.5541 1.2924 1.20 0.62 -1.23
N 1.7041 1.6610 -3.3285 -0.42 2.81 1.11
N 11.2022 1.9184 0.1868 1.99 -0.57 2.18
N 9.9362 0.5521 1.2855 2.36 -0.34 1.97
N 4.2273 -0.5741 1.0178 -2.57 1.19 -0.46
C -7.1065 -1.1260 -6.0167 0.10 -0.30 0.05
C 5.5820 -0.6954 1.6001 -0.82 -0.40 -0.96
C -3.0157 -2.9283 -5.2969 -0.39 -1.84 -0.57
C -6.3202 -1.9809 -6.8347 -2.54 1.96 0.33
C 1.0875 4.8835 -1.8505 -0.43 0.42 0.23
C -3.5012 4.6173 3.4996 0.78 0.31 -1.75
C -2.1403 4.1282 8.4635 1.02 0.10 -0.08
C -2.5566 5.0309 2.5456 -1.05 -1.11 -0.80
C -4.5220 3.2319 1.8059 -2.41 -1.34 1.35
C -6.3285 3.1459 6.3858 -1.18 -0.62 -0.57
C -1.5150 1.1567 6.2350 -0.93 2.23 -1.13
C -4.5331 3.7458 3.0877 0.00 0.37 1.80
C -2.9031 1.5093 8.2756 -0.04 -0.41 0.52
C 5.9662 -5.2930 -0.2977 2.50 0.31 -1.39
C 1.5242 -0.5502 0.0400 2.18 0.01 0.31
C -1.4894 1.6742 4.9233 -0.42 -0.46 1.55
C -6.8851 2.8899 3.7053 0.80 0.52 -0.29
C 3.9010 -5.4972 1.1083 0.95 0.13 -0.57
C -1.8526 -5.1263 -4.9454 -1.01 0.81 -0.52
C 3.9673 -6.7910 -0.6250 1.42 0.47 -1.23
C -4.5448 -0.7882 3.1278 -0.24 -0.66 -0.93
C 11.1774 0.6204 1.9700 -2.47 -1.30 0.59
C -9.8098 0.0896 -8.3178 0.57 0.25 0.77
C 0.0193 -1.2738 3.0362 -0.28 1.64 0.87
C -4.0894 -2.1904 -5.6864 -1.04 1.37 -0.83
C -5.3598 3.4166 5.4564 0.57 0.29 0.88
C 1.0369 5.7911 -3.0609 -0.01 0.47 0.68
C -0.6071 -0.9056 5.4995 0.49 1.12 -2.29
C -3.4698 5.4484 -3.8341 -0.34 0.17 0.54
C 3.4058 0.4786 1.2603 -0.93 -1.40 -1.03
C 11.4461 4.2717 -0.6757 0.82 -1.48 -0.45
C -0.3398 0.7284 -0.9825 -1.00 -0.39 -0.95
C 1.3669 -4.6213 -3.1008 1.51 -1.64 0.20
C -7.8321 2.6235 4.6436 0.31 0.06 1.04
C -0.6072 -1.6408 -0.6830 1.58 0.28 0.70
C -0.9675 0.8551 3.9638 0.93 0.69 -0.84
C 1.1892 0.6400 -4.1985 -0.36 -0.34 -0.29
C -6.7979 -2.1110 -8.1350 0.70 -1.10 -0.73
C 2.8624 1.7842 -2.5766 -0.31 -0.71 -0.95
C 2.7076 -6.1352 1.0509 0.84 -0.21 -0.72
C -1.6790 3.3547 7.4162 0.34 0.48 -0.56
C -3.3341 4.4355 10.6373 0.12 -1.19 -1.98
C -7.9132 -1.4785 -8.5908 -0.49 0.99 0.09
C 0.9615 2.7880 -3.0781 0.18 -2.20 -1.12
C -2.0313 2.0146 7.3141 -0.26 0.10 0.11
C 2.7792 2.9583 -1.9079 -0.10 -0.10 0.19
C -8.2297 -0.4978 -6.5267 0.59 0.12 0.44
C 1.7369 -7.8113 -0.5619 0.25 -0.46 -1.45
C -1.5324 0.6794 -1.6841 0.12 1.02 0.40
C -3.6848 -0.3671 -2.2083 0.50 -0.08 -0.29
C 11.7988 2.7374 -0.8361 -0.58 1.83 -0.92
C 0.1576 -0.4771 -0.5122 0.49 -0.60 0.03
C -4.1228 -4.8680 -6.0419 0.48 0.35 -0.33
C 9.8355 -3.0919 -0.6629 -1.05 1.12 -0.90
C 3.7451 -1.5365 0.1714 0.75 -0.16 1.31
C -3.2386 2.2828 9.3464 0.25 1.00 0.08
C 8.8896 -0.3192 1.7495 -0.65 -0.46 -1.01
C 2.4236 -1.6192 -0.2354 -0.10 0.76 0.16
C -5.2159 -2.7408 -6.3429 2.12 -1.46 0.87
C -1.1217 -0.1146 6.4898 0.57 -2.21 1.17
C 6.2325 -5.2689 -1.8088 -0.82 -0.02 0.00
C 2.0910 0.5184 0.7391 0.09 -0.21 0.10
C -8.6702 2.5671 6.9495 1.67 -1.18 0.22
C -6.3256 -3.7922 -2.5660 -0.32 -0.18 2.36
C -3.6216 3.6316 0.9070 1.01 1.03 0.70
C -1.8240 4.9599 0.1742 -0.54 0.01 -0.18
C -5.6091 3.3576 4.0972 0.17 -0.38 -1.32
C 10.0384 1.3207 0.2475 -1.73 0.15 -1.40
C 11.9242 1.4797 1.3346 1.49 1.54 -1.66
C -5.2067 -4.1068 -6.4932 -0.12 -1.38 -0.17
C -1.8265 -1.5911 -1.2257 -1.38 0.17 -0.71
H -8.8769 0.1350 -5.9566 0.00 0.24 0.53
H -3.6244 3.3139 -0.1086 0.18 -0.15 -0.50
H -0.8298 1.2819 2.9866 0.11 -0.41 -0.41
H -6.3041 -2.7724 -8.8493 0.01 0.17 0.29
H 1.9179 0.0974 -4.7982 0.21 0.30 0.27
H 7.1493 -4.7541 -2.0949 0.20 -0.45 0.36
H -2.1351 -2.5418 -4.8286 0.47 0.15 0.22
H 4.3518 -4.7783 1.7442 -0.36 0.49 0.80
H -2.3854 5.2543 -0.7214 -0.27 0.05 0.61
H 12.0129 4.6666 0.1643 -0.35 0.00 0.31
H 2.1137 -2.4632 -0.8224 0.08 -0.13 -0.22
H 0.8944 6.8237 -2.7607 -0.25 0.14 0.35
H 11.5365 2.2969 -1.7996 -0.36 0.37 0.00
H 1.6986 -8.7312 0.0054 -0.23 -0.10 0.12
H 8.2024 0.1957 2.3994 -0.09 0.31 0.27
H -0.9345 -4.7026 -5.3378 -0.01 0.14 0.11
H -5.2351 2.4568 1.5177 0.25 0.31 0.03
H -8.2735 -1.5928 -9.6017 -0.02 0.01 -0.02
H -4.0966 -1.1012 -5.6316 0.40 -0.24 0.41
H 1.7217 5.3246 -1.0986 0.34 -0.34 0.39
H -3.2767 3.8138 11.5237 0.29 0.21 0.13
H 9.3909 -1.1359 2.2573 -0.23 -0.21 0.01
H -4.1422 -5.9446 -6.2035 0.28 0.32 0.34
H 4.3556 -7.1868 -1.5444 -0.51 -0.50 -0.17
H 6.8219 -5.8296 0.1095 -0.32 -0.54 0.47
H 12.8791 2.6831 -0.8204 0.19 -0.44 0.49
H -1.9519 -4.9901 -3.8699 0.19 -0.01 -0.11
H -1.3150 4.0495 -0.0880 0.55 -0.15 0.01
H -9.9281 1.0639 -7.8632 0.72 0.40 0.11
H 11.8364 4.7936 -1.5382 0.01 0.09 -0.38
H 0.0975 4.7342 -1.4133 0.21 0.21 -0.14
H -6.9452 -0.9845 -4.9515 0.34 -0.15 -0.23
H 6.2233 -0.6000 0.7275 0.43 0.07 0.48
H 1.9982 -8.0195 -1.6060 -0.09 -0.33 0.24
H -6.2167 3.2087 7.4582 0.20 0.04 -0.04
H -2.5130 -2.4201 -1.3182 0.12 -0.14 -0.02
H -10.6932 -0.3957 -7.9429 -0.35 -0.84 -0.57
H -1.6823 5.6768 2.6748 -0.41 -0.23 0.13
H 5.7416 0.0093 2.3951 -0.08 0.54 -0.20
H 11.3322 -0.0133 2.8186 0.19 0.09 0.24
H 0.1867 5.5322 -3.6614 -0.08 -0.20 -0.82
H -9.6994 0.2322 -9.3846 -0.32 -0.36 -0.09
H -4.3934 3.6793 5.8698 0.05 0.11 -0.32
H 3.7090 1.2913 1.8590 0.77 0.55 0.57
H -8.2170 2.1437 7.8549 -0.18 0.36 -0.09
H -8.8343 2.3385 4.3835 -0.21 -0.16 0.03
H 5.6021 -1.6823 2.0157 0.22 -0.66 0.13
H 1.8259 -6.1184 1.6533 -0.09 0.14 0.28
H -3.2831 0.5008 8.2585 0.12 -0.19 -0.17
H -0.2336 -1.9143 5.5882 0.05 -0.05 0.16
H 12.9441 1.7830 1.5547 -0.38 0.04 -0.32
H -1.1700 -0.5878 7.4745 -0.03 0.48 -0.17
H 10.3865 4.4536 -0.6135 -0.33 0.02 0.23
H -3.7948 1.9997 10.2027 -0.58 -0.77 0.40
H 0.1525 1.6776 -0.9853 0.55 0.14 0.37
H 9.2202 1.3881 -0.4309 -0.34 0.38 -0.70
H 3.4651 3.3793 -1.2223 0.51 0.32 0.47
H 1.9988 5.8216 -3.5500 0.11 -0.40 -0.58
H 5.4822 -4.6947 -2.3349 -0.52 0.20 -0.05
H 6.1256 -4.2921 0.1056 -0.87 0.00 0.09
H 4.5268 -2.2710 -0.0241 -0.51 -0.13 -0.32
H -1.0062 3.7938 6.6832 -0.10 -0.02 0.16
H -3.9013 0.4804 -2.8432 0.59 0.51 -0.07
H -1.9492 1.5424 -2.2047 0.21 -0.20 0.30
H -7.1904 2.7731 2.6779 0.26 0.08 -0.20
H -1.9079 -6.1833 -5.2123 -0.48 0.31 -0.15
H 1.4992 1.4128 0.9321 0.34 -0.27 0.15
H -3.9028 -1.2508 -2.7828 0.08 -0.56 0.04
H 8.3370 -0.6772 0.8670 0.30 0.00 0.51
H 1.0607 -0.9946 2.8385 -0.39 0.27 0.11
H -0.0073 2.9645 -3.4919 -0.29 0.16 -0.19
H -1.1524 5.7311 0.4927 0.32 0.08 0.20
H -9.3510 1.7985 6.6041 -0.26 0.31 -0.32
H -6.0177 -4.7256 -6.9091 0.24 0.77 0.13
H -1.8647 5.1457 8.6916 0.18 0.20 -0.62
H -0.6623 -1.0588 2.2257 -0.20 0.17 -0.09
H 0.0177 -2.3206 3.2891 -0.33 -0.09 0.64
H 0.4954 1.1645 -4.8231 -0.29 0.09 -0.79
H 6.1621 -6.2891 -2.1968 0.50 0.11 -0.16
H -9.0834 3.5279 7.1343 -0.70 0.59 0.16
H -1.9491 2.6248 4.6372 0.49 -0.29 0.17
H -0.2600 -2.6023 -0.3786 0.41 -0.37 0.30
H -4.3807 4.6259 10.3890 0.20 0.32 0.28
H -4.3485 -0.3081 -1.3647 -0.08 -0.14 0.51
H 3.6341 1.0377 -2.7174 0.07 0.28 0.55
H 0.7939 -7.2957 -0.6350 -0.32 0.20 0.47
H -2.7210 5.3358 10.6336 -0.19 -0.18 0.35
H 0.5951 -0.0586 -3.6368 0.03 -0.55 0.34
H -3.3499 5.1003 4.4345 -0.50 -0.06 0.91
```
Positions in Å, forces in eV/Å.

gap between HOMO and LUMO: 3.5292 eV
maximum force: 5.23 eV Å⁻¹
E_HOMO: -11.382 eV
LUMO energy: -0.2886 Ha
charge: +3

Atom charges from the Löwdin analysis, given in e for atoms 1 to 8: S 0.541; S 0.512; S 0.516; S 0.502; S 0.508; F 0.148; F 0.100; F 0.078